Record 1
The following is a DFT calculation (ωB97M-V/def2-TZVPD) of 2 unconnected molecules or ions with the total composition C8H13NO4 at a distorted geometry.

The energy relative to the best compared isomer or geometry (same formula, charge and spin) comes out at 0.0 kcal per mole. For the calculated total energy, the calculation gives -18184.1390 eV.

Positions of all 26 atoms, in Å:
O -0.028 2.474 2.114
O 1.129 0.429 -2.486
O -1.883 -0.666 -1.320
O 0.866 2.136 0.121
N -1.770 0.498 1.376
C 0.202 1.736 1.031
C -0.222 0.718 -2.460
C -0.781 2.094 -2.876
C -0.331 -2.022 1.265
C -1.087 -0.007 -1.839
C -0.370 0.395 1.168
C 1.870 -0.809 1.179
C 0.397 -0.722 1.150
H -1.730 1.928 -3.191
H 2.235 -1.394 0.399
H 0.099 -2.623 0.544
H 2.342 -1.103 2.227
H -0.523 2.867 -2.210
H 2.087 0.203 1.132
H -0.206 2.374 -3.753
H -2.196 1.390 1.038
H 1.484 0.595 -1.599
H -0.144 -2.605 2.102
H -1.387 -1.962 1.079
H -2.284 -0.306 1.123
H -0.300 1.881 2.841

---

Record 2
The following is a DFT calculation (ωB97M-V/def2-TZVPD) of a single C8H13NOS molecule at a distorted geometry.

The energy relative to the best compared isomer or geometry (same formula, charge and spin) comes out at 170.8 kcal per mole. For the calculated total energy, the calculation gives -22871.7255 eV.

Positions of all 24 atoms, in Å:
S 2.937 0.969 0.414
O -0.219 -1.149 0.307
N 1.854 -0.462 -0.534
C 0.749 -2.042 0.800
C -1.347 1.101 -0.351
C -1.011 1.568 1.044
C 2.015 -1.834 -0.063
C -2.167 -0.171 -0.445
C -1.518 -1.356 0.301
C 0.733 -0.094 -1.034
C -0.096 1.162 -1.197
H -0.378 1.073 -2.266
H 0.932 -1.826 1.891
H 0.236 -2.959 0.996
H -1.874 1.389 1.692
H 2.075 -2.307 -1.002
H -0.188 0.911 1.505
H 0.469 2.084 -1.106
H 3.046 -2.028 0.491
H -3.261 -0.007 -0.159
H 2.085 1.884 0.005
H -2.332 -0.410 -1.540
H -1.976 1.829 -0.774
H -0.764 2.677 1.023

---

Record 3
The following is a DFT calculation (ωB97M-V/def2-TZVPD) of a molecular structure, C8H13NPSc at a distorted geometry.

The energy relative to the best compared isomer or geometry (same formula, charge and spin) comes out at 46.1 kcal per mole. For the calculated total energy, the calculation gives -39979.2432 eV.

Positions of all 24 atoms, in Å:
Sc -0.676 -1.419 1.418
P 0.972 -0.690 3.165
N 0.482 -2.182 -0.109
C 0.058 1.382 -0.895
C -0.636 2.211 -2.938
C 0.507 1.925 -2.130
C 1.139 -5.483 0.547
C -1.807 1.858 -2.197
C -1.402 1.358 -0.929
C 0.108 -3.224 0.407
C -0.143 -4.668 0.347
H -0.875 -4.914 1.126
H 1.527 -5.353 1.562
H -2.059 1.037 -0.117
H 1.547 2.091 -2.409
H 1.768 -1.586 3.972
H 0.961 -6.555 0.404
H 0.371 0.062 4.246
H 2.020 0.254 2.831
H -2.832 1.958 -2.548
H 0.680 1.044 -0.062
H -0.619 -4.911 -0.616
H -0.617 2.630 -3.942
H 1.923 -5.190 -0.159

---

Record 4
The following is a DFT calculation (ωB97M-V/def2-TZVPD) of 2 unconnected molecules or ions with the total composition C8H13NSi at a distorted geometry.

As for the spin multiplicity: 3. The energy relative to the best compared isomer or geometry (same formula, charge and spin) comes out at 0.0 kcal per mole. For the calculated total energy, the calculation gives -17869.5482 eV.

Positions of all 23 atoms, in Å:
Si -1.501 -0.062 -0.658
N -0.022 0.773 -0.424
C -1.686 -1.611 0.349
C 1.328 0.411 -0.223
C 3.474 0.853 0.832
C 1.825 -0.775 -0.777
C 3.895 -0.383 0.381
C 2.114 1.188 0.613
C 3.114 -1.217 -0.416
C -2.711 1.266 0.127
H 1.312 -1.367 -1.508
H 1.725 2.114 0.879
H 3.523 -2.050 -0.877
H -1.468 -2.340 -0.396
H -3.439 0.935 0.887
H -0.067 2.198 -0.660
H -1.061 -1.792 1.174
H -1.963 2.024 0.619
H 4.857 -0.670 0.448
H -1.798 0.055 -2.110
H -2.727 -1.818 0.722
H -3.404 1.633 -0.654
H 4.129 1.511 1.322

---

Record 5
The following is a DFT calculation (ωB97M-V/def2-TZVPD) of a gas-phase ion, C8H14 (charge -1) at a distorted geometry.

As for the spin multiplicity: 2. The energy relative to the best compared isomer or geometry (same formula, charge and spin) comes out at 113.5 kcal per mole. The total charge is -1. For the calculated total energy, the calculation gives -8516.1061 eV.

Positions of all 22 atoms, in Å:
C 0.505 2.812 -0.900
C -2.678 -1.544 1.754
C -0.458 -1.203 0.679
C 1.365 1.757 -1.573
C 1.669 0.524 -0.743
C 0.494 -0.430 -0.711
C 0.705 -1.762 -0.080
C -1.344 -2.186 1.276
H 0.876 1.457 -2.505
H 1.454 -2.025 0.679
H 1.813 0.705 0.334
H 0.486 -2.534 -0.807
H 2.333 2.156 -1.946
H 0.336 2.761 0.176
H -2.536 -1.116 2.762
H 2.567 0.030 -1.142
H -0.522 2.696 -1.287
H -0.755 -3.090 1.330
H -0.665 -0.194 1.033
H -2.699 -0.730 1.022
H 0.737 3.873 -1.050
H -3.684 -1.957 1.701

---

Record 6
The following is a DFT calculation (ωB97M-V/def2-TZVPD) of 2 unconnected molecules or ions with the total composition C8H14 at a distorted geometry.

The energy relative to the best compared isomer or geometry (same formula, charge and spin) comes out at 112.8 kcal per mole. For the calculated total energy, the calculation gives -8518.1900 eV.

Positions of all 22 atoms, in Å:
C 3.904 0.184 0.610
C -2.495 0.566 -0.127
C -1.455 -0.003 0.776
C 2.789 0.593 0.088
C -3.878 0.898 -0.321
C 2.576 0.196 -1.399
C -1.260 0.875 -0.503
C -1.094 -1.399 0.796
H 2.240 1.040 -1.977
H -1.293 0.487 1.669
H 3.551 -0.109 -1.726
H -0.586 -1.616 1.795
H -1.928 -2.103 1.044
H -0.690 -1.790 -0.129
H -4.059 1.771 0.313
H 2.011 1.111 0.628
H -4.527 0.037 0.070
H 4.001 0.259 1.740
H -4.293 1.125 -1.411
H 1.813 -0.553 -1.296
H -0.390 1.381 -0.688
H 4.569 -0.483 0.091

---

Record 7
The following is a DFT calculation (ωB97M-V/def2-TZVPD) of a single C8H14 molecule at a distorted geometry.

The energy relative to the best compared isomer or geometry (same formula, charge and spin) comes out at 111.7 kcal per mole. For the calculated total energy, the calculation gives -8518.2362 eV.

Positions of all 22 atoms, in Å:
C -1.902 0.216 0.034
C -0.613 0.741 -0.252
C -2.239 -0.293 1.398
C 1.689 -1.201 -0.580
C 3.306 0.604 0.184
C 0.919 1.182 0.088
C -3.019 0.295 -0.951
C 1.871 0.077 0.245
H 2.367 -1.982 -0.239
H -1.350 -0.391 2.018
H -3.336 -0.708 -1.242
H 1.634 -0.151 1.305
H -2.927 0.396 1.890
H 4.013 -0.144 0.540
H -0.586 1.174 -1.264
H -2.743 0.851 -1.845
H -3.882 0.787 -0.498
H 3.566 0.872 -0.837
H 0.665 -1.564 -0.503
H 1.909 -0.994 -1.625
H -2.736 -1.261 1.330
H 3.394 1.492 0.806

---

Record 8
The following is a DFT calculation (ωB97M-V/def2-TZVPD) of a molecular structure, C8H14Br2Cl2OPTb at a distorted geometry.

As for the spin multiplicity: 7. The total charge is +2. For the calculated total energy, the calculation gives -207398.7955 eV.

Positions of all 29 atoms, in Å:
Tb 3.000 -1.923 -3.355
Br -2.575 2.643 -1.756
Br 0.035 1.743 -2.632
Cl -3.062 -1.382 2.304
Cl 0.615 -0.657 -3.065
P 0.016 -0.964 -0.986
O -2.506 -2.746 0.051
C -0.525 -1.368 0.806
C -0.300 0.924 -0.794
C 2.794 0.859 1.253
C -1.811 1.337 -0.403
C -1.752 2.180 0.989
C -2.037 -1.947 0.871
C 1.878 -0.849 -0.545
C 2.205 -0.407 0.947
H -1.568 3.299 0.789
H 2.328 -1.928 -0.674
H 3.345 1.502 0.497
H 2.771 1.229 2.333
H 0.209 -2.385 -1.243
H -0.546 -0.433 1.472
H -0.903 1.805 1.665
H 0.114 -2.212 1.265
H 0.408 1.476 -0.097
H -2.757 2.064 1.538
H -2.558 0.480 -0.373
H -1.334 -1.096 -1.461
H 2.038 -1.083 1.861
H 2.477 -0.161 -1.255